1.
Molecular formula: C57H40AsBrF5NO2SeV
Method: DFT, ωB97M-V/def2-TZVPD

Positions of all 109 atoms, in Å:
V1 -0.300475 0.337639 1.111497
O1 -1.398701 0.782664 -0.149895
C1 -2.551327 1.531031 -0.460975
C2 -3.376019 1.399163 0.826755
C3 -2.666965 2.005657 2.020262
C4 -3.327267 2.981990 2.742420
C5 -2.794848 3.436477 3.930716
C6 -1.611406 2.892026 4.375284
C7 -0.933470 1.963791 3.599154
C8 0.342325 1.372098 4.168092
C9 1.537486 1.332297 3.212075
O2 1.076087 0.531298 2.136064
C10 2.753153 0.690047 3.858986
C11 3.274726 -0.508558 3.398940
C12 4.402354 -1.052375 4.004635
C13 5.004797 -0.407246 5.071566
C14 4.484526 0.796537 5.530760
C15 3.368517 1.344815 4.923553
C16 1.927883 2.700561 2.648970
C17 2.768157 2.722341 1.538478
C18 3.117526 3.921998 0.944920
C19 2.640405 5.121106 1.461683
C20 1.826061 5.109911 2.581635
C21 1.468877 3.901684 3.171781
N1 -1.444642 1.555129 2.413945
C22 -3.151359 0.880525 -1.693183
C23 -4.268932 0.060965 -1.627072
C24 -4.696028 -0.639714 -2.749881
C25 -4.002600 -0.524152 -3.942431
C26 -2.891539 0.309643 -4.017086
C27 -2.466302 1.007395 -2.899469
C28 -2.244193 3.012704 -0.678137
C29 -3.190193 3.796981 -1.335817
C30 -2.984319 5.156476 -1.507494
C31 -1.827289 5.752619 -1.022719
C32 -0.887130 4.981001 -0.359935
C33 -1.097236 3.619008 -0.184037
H1 -3.511659 0.333866 1.033799
H2 -4.346940 1.880324 0.716256
H3 -4.267222 3.362541 2.368874
H4 -3.309081 4.189700 4.512930
H5 -1.196644 3.176857 5.332378
H6 0.128995 0.332678 4.434673
H7 0.603393 1.911126 5.077039
H8 2.809925 -1.016963 2.570958
H9 4.807126 -1.984701 3.633410
H10 5.876445 -0.837488 5.546868
H11 4.954773 1.312123 6.357966
H12 2.986741 2.299999 5.266417
H13 3.143194 1.789188 1.139032
H14 3.757323 3.920116 0.072324
H15 2.908104 6.059494 0.993432
H16 1.458209 6.038988 2.997923
H17 0.836926 3.919592 4.048661
H18 -4.819919 -0.048184 -0.702150
H19 -5.562044 -1.285109 -2.685705
H20 -4.319954 -1.088494 -4.809480
H21 -2.353710 0.416393 -4.950530
H22 -1.584154 1.634371 -2.952043
H23 -4.091181 3.337397 -1.724408
H24 -3.721327 5.747414 -2.035645
H25 -1.657570 6.811134 -1.170593
H26 0.025308 5.425386 0.015976
H27 -0.333135 3.045238 0.325310
Br1 -1.353080 -1.472233 2.333788
C34 -4.360968 -5.200414 -3.841213
C35 -3.206130 -4.709315 -4.431424
C36 -2.313404 -3.938594 -3.695823
C37 -2.572268 -3.648709 -2.362644
C38 -3.741664 -4.132131 -1.779807
C39 -4.626681 -4.912512 -2.508527
As1 -1.411503 -2.541923 -1.231687
C40 0.230520 -2.603679 -2.280164
C41 0.504298 -1.893278 -3.441014
C42 1.729889 -2.054966 -4.069974
C43 2.692251 -2.893289 -3.512338
C44 2.432818 -3.576047 -2.334985
C45 1.188256 -3.449621 -1.723044
C46 0.724226 -4.211549 -0.541690
C47 1.487164 -5.117427 0.189032
C48 0.902883 -5.833057 1.221330
C49 -0.442330 -5.651929 1.528882
C50 -1.196275 -4.724402 0.825388
C51 -0.613834 -4.002334 -0.204562
H28 -5.050445 -5.806263 -4.414652
H29 -2.991883 -4.932344 -5.469226
H30 -1.409913 -3.573498 -4.167555
H31 -3.965567 -3.897953 -0.743881
H32 -5.523372 -5.295812 -2.038167
H33 -0.235926 -1.218873 -3.855734
H34 1.942238 -1.521214 -4.987879
H35 3.651172 -3.012768 -4.000775
H36 3.199218 -4.205381 -1.898700
H37 2.532996 -5.269568 -0.047693
H38 1.496540 -6.535386 1.792024
H39 -0.895355 -6.220102 2.330971
H40 -2.229226 -4.551086 1.102357
F1 6.475571 -1.234915 -2.755164
C52 5.302293 -0.709462 -2.392702
C53 4.747250 -1.016585 -1.164914
F2 5.380157 -1.859100 -0.340993
C54 3.530922 -0.466655 -0.809355
F3 3.035435 -0.824699 0.382755
C55 2.817889 0.386999 -1.635974
Se1 1.087379 1.072014 -1.192262
C56 3.401483 0.667351 -2.861932
F4 2.778780 1.460087 -3.743727
C57 4.621900 0.138480 -3.244720
F5 5.143682 0.435666 -4.439340

Force components x, y, z for each atom (eV/Å):
V 0.68 -0.51 -0.62
O -0.25 0.49 0.18
C -0.10 0.30 0.40
C 0.13 0.00 0.06
C 0.10 -0.08 -0.03
C -0.09 -0.03 -0.02
C -0.05 0.08 0.05
C 0.01 -0.03 0.11
C 0.03 0.02 -0.08
C -0.14 -0.06 -0.16
C -0.10 0.34 -0.27
O 0.07 0.30 0.22
C -0.07 -0.03 0.10
C 0.01 -0.05 0.11
C -0.02 0.02 0.01
C 0.00 -0.01 0.01
C 0.00 -0.01 0.02
C 0.00 -0.02 -0.01
C -0.10 -0.08 -0.10
C 0.05 0.02 0.03
C -0.01 0.01 0.01
C 0.03 -0.02 0.00
C -0.02 -0.03 0.00
C 0.05 0.04 0.01
N -0.09 0.23 0.08
C -0.06 -0.20 0.08
C -0.05 0.02 -0.05
C 0.01 0.04 0.00
C 0.02 0.01 0.00
C -0.02 -0.02 0.01
C 0.00 -0.03 0.03
C 0.03 -0.04 -0.17
C 0.00 0.01 0.05
C 0.00 -0.01 0.01
C 0.00 0.00 0.00
C -0.01 -0.02 0.00
C 0.02 0.00 0.04
H -0.08 0.00 -0.02
H -0.01 -0.01 0.05
H -0.01 -0.03 0.02
H 0.00 0.00 0.00
H 0.03 0.04 -0.03
H 0.04 0.01 0.06
H -0.04 -0.03 0.03
H -0.05 -0.03 0.00
H 0.00 -0.01 0.00
H 0.02 0.01 -0.01
H 0.00 0.00 0.00
H 0.00 0.01 0.00
H -0.03 -0.01 -0.03
H 0.00 0.00 -0.01
H 0.01 0.01 0.00
H 0.00 0.00 0.01
H -0.02 0.00 0.00
H 0.02 -0.03 0.02
H 0.00 -0.02 0.01
H -0.01 0.01 -0.01
H 0.02 -0.03 -0.01
H 0.01 -0.01 0.01
H 0.01 -0.02 -0.04
H -0.01 0.01 0.01
H 0.00 0.01 0.00
H 0.00 0.00 0.01
H 0.01 0.00 -0.05
Br 0.11 -0.04 -0.27
C 0.00 0.01 0.02
C -0.01 0.01 0.00
C 0.00 -0.03 -0.02
C -0.04 0.02 0.02
C 0.00 0.03 -0.02
C 0.01 0.01 -0.02
As 0.18 -0.31 -0.21
C -0.20 0.14 -0.11
C 0.01 0.03 0.06
C 0.05 -0.03 0.02
C -0.02 0.07 0.00
C 0.04 0.04 0.02
C 0.00 -0.15 0.14
C 0.12 0.05 -0.13
C -0.01 -0.03 -0.02
C -0.05 0.01 0.02
C 0.06 -0.01 -0.01
C 0.01 0.08 0.04
C -0.07 0.12 0.09
H -0.01 0.00 0.00
H 0.00 0.00 0.00
H 0.01 -0.01 0.01
H -0.01 0.00 0.00
H -0.01 0.01 0.00
H 0.01 0.03 0.01
H 0.01 0.01 0.00
H 0.02 0.02 0.00
H -0.03 -0.05 -0.03
H 0.00 -0.01 -0.01
H 0.00 -0.02 -0.01
H 0.00 0.00 0.01
H -0.01 -0.01 -0.01
F 0.00 -0.01 -0.01
C 0.03 -0.04 0.04
C 0.03 -0.02 -0.07
F -0.01 0.01 0.01
C 0.06 -0.10 -0.04
F -0.11 -0.01 0.02
C -0.19 0.06 0.32
Se 0.03 -0.57 0.18
C 0.08 0.03 -0.15
F -0.03 0.02 0.03
C -0.05 0.07 0.00
F -0.01 -0.01 -0.01

## Properties
- expectation value of S² = 0.76
- Kohn-Sham gap (alpha / beta) (eV) = 6.1558 / 6.3734
- 2S+1 = 2
- calculated total energy (Ha) = -11055.97982

---

2.
Molecular formula: C57H42BrCl3CoGeN4O2P2S
Method: DFT, ωB97M-V/def2-TZVPD

Positions of all 114 atoms, in Å:
Co1 -1.038126 -0.261744 0.658983
O1 -1.997748 0.573373 2.525847
C1 -2.127634 1.954247 2.787405
C2 -3.177862 2.405656 3.598334
C3 -3.173308 3.741946 3.991591
C4 -2.177072 4.590047 3.602557
C5 -1.221601 4.152456 2.662247
C6 -1.269281 2.829459 2.165471
P1 -0.229486 2.255212 0.871474
C7 -0.821796 3.235510 -0.593849
C8 -1.569182 4.436241 -0.306051
C9 -1.935712 5.374069 -1.229437
C10 -1.618952 5.159334 -2.582462
C11 -0.930411 4.002256 -2.955022
C12 -0.600505 3.059569 -1.977088
C13 1.484672 2.814141 1.145758
C14 1.894872 3.186436 2.376124
C15 3.147092 3.845559 2.545111
C16 3.963473 4.159103 1.478709
C17 3.573968 3.667128 0.215141
C18 2.352876 3.049972 0.071999
C19 -1.912045 -0.241119 3.705187
C20 -1.564885 0.325529 4.939037
C21 -1.493895 -0.573514 6.009559
C22 -1.831707 -1.933125 5.876169
C23 -2.167308 -2.458328 4.611838
C24 -2.105330 -1.613059 3.476712
P2 -1.831335 -2.137360 1.765419
C25 -3.435395 -2.387511 0.892429
C26 -4.546789 -1.847111 1.431585
C27 -5.759020 -1.787214 0.754539
C28 -5.824763 -2.387315 -0.479701
C29 -4.701346 -2.882979 -1.099593
C30 -3.497872 -2.898194 -0.418379
C31 -0.915217 -3.657465 1.856716
C32 -1.429848 -4.873229 1.364023
C33 -0.657620 -5.988910 1.437899
C34 0.654441 -5.908074 1.994443
C35 1.176458 -4.706111 2.485254
C36 0.374118 -3.609886 2.497171
H1 -3.928466 1.740517 4.014291
H2 -3.954330 4.068264 4.716450
H3 -2.180972 5.592456 4.077407
H4 -0.564210 4.818001 2.156956
H5 -1.879175 4.632743 0.702827
H6 -2.454201 6.276799 -0.926614
H7 -1.816318 5.748156 -3.428904
H8 -0.666537 3.837483 -3.988427
H9 1.000947 1.726018 -2.582528
H10 1.327694 2.868274 3.223100
H11 3.401111 4.042429 3.600530
H12 4.887296 4.576623 1.725746
H13 4.287189 3.705494 -0.582857
H14 2.162072 2.607765 -0.964376
H15 -1.401633 1.401423 5.165819
H16 -1.323289 -0.262339 7.002979
H17 -1.937990 -2.648943 6.665093
H18 -2.316432 -3.555338 4.532578
H19 -4.364836 -1.311889 2.296834
H20 -6.570071 -1.278826 1.202176
H21 -6.839747 -2.469643 -0.969680
H22 -4.796056 -3.409680 -2.030017
H23 -2.705777 -3.412042 -0.937505
H24 -2.429944 -4.921938 1.090778
H25 -0.974245 -6.993275 1.162305
H26 1.329643 -6.761325 1.908496
H27 2.157851 -4.812662 2.957606
H28 0.733999 -2.746627 3.016897
O2 0.151692 -0.882780 -0.782544
S1 0.191596 -2.353895 -1.124827
C37 1.812961 -2.896452 -0.692723
C38 2.691377 -1.923457 -0.290153
C39 3.976946 -2.299846 0.080912
C40 4.372645 -3.598106 -0.203695
C41 3.473753 -4.560486 -0.704896
C42 2.153223 -4.261858 -0.833088
C43 0.287112 -2.377168 -2.921717
C44 1.497126 -2.070796 -3.573227
C45 1.533212 -2.053837 -4.935365
C46 0.375250 -2.414072 -5.681361
C47 -0.780193 -2.741871 -5.007599
C48 -0.822126 -2.720706 -3.646375
H29 2.391430 -0.902784 -0.126297
H30 4.637254 -1.507402 0.395910
H31 5.374825 -3.869456 0.119115
H32 3.844827 -5.571049 -0.695536
H33 1.405527 -4.943908 -1.157129
H34 2.385957 -1.812750 -2.970788
H35 2.537081 -1.854663 -5.351259
H36 0.297493 -2.675441 -6.748831
H37 -1.602201 -3.033608 -5.615993
H38 -1.763301 -2.835557 -3.113556
Cl1 3.861031 -1.920084 3.583683
Ge1 3.239189 0.057156 3.063755
Cl2 3.687136 1.195485 4.847305
Cl3 1.042830 0.119598 2.926114
N1 -0.049975 1.782237 -2.528122
C49 -0.768426 0.913251 -3.177371
C50 -2.064940 0.473955 -2.966771
C51 -2.460635 0.450758 -1.622670
N2 -2.838573 0.453431 -0.522681
C52 -2.859827 -0.156241 -3.907464
N3 -3.609592 -0.377731 -4.771237
Br1 4.667428 0.783626 -2.188702
C53 4.072526 2.065687 -3.422231
C54 5.074217 2.721921 -4.118589
C55 4.674340 3.665661 -5.048327
C56 3.340971 3.895762 -5.291568
C57 2.467967 3.248701 -4.452536
N4 2.772926 2.380077 -3.489558
H39 6.123475 2.495247 -4.013418
H40 5.499590 4.155150 -5.654756
H41 3.040910 4.543281 -6.055780
H42 1.421477 3.492105 -4.569159

Force components x, y, z for each atom (eV/Å):
Co 0.00 1.40 -0.03
O -0.19 0.12 1.00
C -1.47 -0.72 0.02
C 0.56 0.15 -0.04
C -1.33 -1.05 1.03
C 1.30 1.15 -0.29
C -1.61 -0.41 0.41
C 0.53 1.26 1.51
P 0.29 -1.76 -2.26
C -0.92 2.02 -0.41
C 0.82 -1.17 0.25
C -0.04 0.25 -1.71
C 1.04 -1.53 0.59
C -0.53 0.17 1.40
C 0.36 -1.36 0.12
C -0.66 0.66 -1.61
C 1.81 0.68 0.99
C -1.32 -0.46 1.17
C -1.74 -1.56 0.08
C 0.38 0.33 1.19
C -0.08 -1.18 -2.29
C 0.19 0.74 -0.39
C -0.21 -0.62 0.60
C -0.96 -1.19 -0.63
C -0.72 0.13 -1.91
C 1.04 0.20 0.00
C 0.02 0.25 0.84
P -1.14 -0.22 -0.14
C 1.88 -1.14 -1.13
C -0.90 0.72 -0.69
C 1.18 -0.49 0.07
C -2.56 0.32 -0.74
C 0.25 -0.67 0.56
C -0.21 -0.26 -0.06
C 1.23 -0.71 0.85
C 1.22 1.46 1.13
C 2.47 -1.40 0.93
C -0.55 0.18 -1.38
C 0.11 -2.35 0.30
C -1.55 0.48 -0.93
H 0.22 -0.11 -0.21
H 0.70 -0.16 -0.78
H 0.32 -0.62 -0.79
H 0.67 0.61 0.25
H 0.01 -0.03 -0.05
H -0.05 -0.17 0.01
H -0.68 1.46 -0.39
H -0.13 -0.18 -0.03
H -0.91 0.02 -0.31
H -0.29 0.36 0.63
H 0.21 0.17 -0.80
H 1.39 0.82 -0.25
H 0.00 0.15 -0.54
H -0.07 0.80 1.52
H -0.10 -1.01 -0.63
H 0.48 0.73 0.82
H 0.35 0.22 0.76
H -0.02 0.93 -0.20
H -0.40 0.87 2.06
H -0.88 0.22 0.30
H 1.39 0.21 0.39
H 0.07 0.09 -0.42
H 0.61 0.11 0.28
H -1.62 -0.06 -0.86
H -0.31 0.40 -0.19
H -0.42 0.02 0.34
H -0.30 0.73 -0.16
H -0.08 0.73 -0.05
O 0.13 1.24 0.34
S -0.51 -1.50 -1.24
C -0.23 -0.31 -0.25
C 0.29 -0.14 0.88
C -0.26 -0.21 -1.33
C 0.26 0.31 0.75
C 1.23 -0.12 1.65
C -0.32 2.02 -0.61
C 1.37 0.01 0.35
C -0.27 0.39 1.52
C 0.43 -0.33 -1.41
C 0.74 -0.73 0.06
C 0.53 0.17 -0.92
C -1.23 0.43 1.56
H -0.31 0.21 -0.27
H 0.38 -0.27 0.32
H -0.09 -0.26 -0.45
H -0.13 -0.29 -0.54
H -0.40 -0.69 -0.10
H -0.48 -0.22 -0.50
H -0.92 -0.07 -0.33
H 0.82 0.86 0.41
H -0.79 -0.17 -0.02
H 0.02 -0.42 -0.12
Cl -0.10 -0.17 -0.16
Ge -0.01 0.35 0.64
Cl -0.07 -0.07 -0.38
Cl 0.36 -0.55 0.10
N 0.99 0.62 0.43
C -0.44 0.02 0.31
C 2.24 0.54 1.04
C -1.13 0.32 0.85
N 0.98 -0.17 -0.14
C -2.25 -0.07 -2.89
N 1.13 -0.34 1.29
Br -0.30 -0.50 0.41
C -0.05 0.82 0.30
C -0.44 0.08 -0.39
C 2.08 0.42 -1.28
C 0.99 -0.77 1.11
C -1.25 0.42 -0.13
N 1.03 -0.61 -0.25
H -0.05 -0.15 0.24
H -1.31 -0.47 0.78
H -0.63 0.85 -0.84
H -0.22 -0.19 0.15

## Properties
- expectation value of S² = 8.77
- net charge = +2
- Kohn-Sham gap (alpha / beta) (eV) = 8.5054 / 5.8420
- 2S+1 = 6
- calculated total energy (Ha) = -11061.39716

---

The highest expectation value of S² belongs to which entry?
C57H42BrCl3CoGeN4O2P2S

---

Among the records above, which one has the lowest expectation value of S²?
C57H40AsBrF5NO2SeV

---

The lowest calculated total energy belongs to which entry?
C57H42BrCl3CoGeN4O2P2S

---

What is the expectation value of S² in the first record?
0.76